[1]
C20H29N3O4S | ωB97M-V/def2-TZVPD

## Properties
Kohn-Sham gap in eV: 8.2
HOMO in eV: -7.77
Strongest force on any atom in hartree/bohr: 0.02638
DFT total energy in eV: -44704.11292
SMILES string: COc1ccc(-c2cc(C)no2)cc1S(=O)(=O)NCCCN1CCCCCC1
Energy relative to the best compared isomer or geometry (same formula, charge and spin) in eV: 4.524

Each line ends with the natural charge from an NBO analysis.
Atoms and positions in Å:
S -0.3590 0.1656 -0.1989  2.315
O 3.4059 3.9782 0.0776  -0.277
O -1.5251 0.3239 0.6174  -0.932
O -0.3482 -0.8310 -1.2328  -0.939
O -1.9460 1.4260 -2.1093  -0.487
N -0.6193 -3.8392 2.0559  -0.470
N 0.9821 -0.0738 0.7720  -0.876
N 4.4237 4.8468 0.2744  -0.135
C 2.5481 4.4884 -0.8282  0.304
C 1.1358 2.4806 -0.5937  -0.166
C 0.6726 -1.8002 2.5314  -0.411
C 0.4640 4.1955 -2.1365  -0.146
C -0.6576 3.4652 -2.4780  -0.326
C 0.0246 1.7552 -0.9378  -0.386
C -3.0859 -4.3342 1.6984  -0.419
C -1.8276 -4.4365 2.5719  -0.195
C -0.5513 -4.2449 -0.4825  -0.434
C 0.8070 -0.3169 2.1901  -0.229
C -2.0675 -4.0655 -0.6155  -0.403
C -0.0230 -4.5355 0.9394  -0.211
C -2.9211 1.8218 -3.0499  -0.253
C -2.9153 -4.9420 0.3070  -0.405
C -0.6185 -2.3928 1.9525  -0.229
C 5.1469 7.0406 -0.5230  -0.641
C 3.0184 5.7153 -1.2289  -0.363
C -0.8963 2.2281 -1.8766  0.420
C 4.2153 5.8869 -0.4908  0.153
C 1.3747 3.7219 -1.1927  -0.064
H -1.6106 -5.4943 2.7556  0.187
H 1.5320 -2.3396 2.1271  0.193
H -0.0984 0.2215 2.4745  0.225
H -1.4657 -1.9865 2.5081  0.204
H 0.6331 5.1498 -2.6101  0.215
H -3.9079 -5.0519 -0.1382  0.207
H 1.6635 0.1196 2.7159  0.200
H 5.9689 6.8632 0.1635  0.238
H 0.6814 -1.9271 3.6145  0.214
H 5.5390 7.1773 -1.5295  0.225
H -2.3225 -3.0191 -0.4342  0.204
H -3.4109 2.7529 -2.7488  0.180
H -2.4804 -5.9410 0.3852  0.191
H 2.5913 6.3967 -1.9334  0.229
H -0.2267 -5.0796 -1.1094  0.202
H -3.6520 1.0160 -3.0642  0.211
H -2.3330 -4.2774 -1.6543  0.208
H 1.8200 2.0890 0.1409  0.257
H -1.3427 3.8631 -3.2095  0.227
H -0.7240 -2.0581 0.9157  0.189
H -3.8970 -4.8468 2.2228  0.204
H 4.6247 7.9515 -0.2348  0.225
H 1.6096 -0.7291 0.3307  0.404
H -2.0346 -3.9715 3.5416  0.191
H -2.4884 1.9384 -4.0482  0.180
H 1.0517 -4.3145 0.9422  0.187
H -0.1264 -5.6033 1.1490  0.192
H -0.0817 -3.3420 -0.8779  0.219
H -3.3696 -3.2847 1.5924  0.196

Force components x, y, z for each atom (eV/Å):
S 0.8032 0.2279 0.0204
O -0.9104 -0.3852 -0.4131
O 0.1264 0.1274 0.1954
O 0.1975 0.1144 -0.0214
O 0.0239 0.1119 -0.0435
N -0.0561 0.0623 0.0328
N -0.6926 0.0766 -0.7687
N 1.0921 0.7310 0.3367
C 0.5996 1.1083 -0.2410
C 0.1535 0.3193 -0.0810
C -0.3464 0.2621 -0.2517
C 0.2875 -0.1430 0.2954
C -0.2697 -0.2641 -0.0239
C -0.3771 -0.6467 0.1555
C 0.2738 -0.2658 0.0850
C -0.3495 0.0535 0.0345
C -0.0560 0.1119 0.1918
C -0.0437 -0.0469 0.6131
C 0.1119 -0.2029 -0.0356
C 0.1831 -0.0167 -0.1958
C -0.1598 0.0564 -0.1435
C -0.1321 0.3129 -0.0215
C 0.4018 -0.0521 0.1984
C 0.0564 -0.0537 0.0697
C -0.2669 -0.8042 0.2922
C 0.1012 0.2285 -0.0863
C -0.3534 -0.4952 0.0423
C -0.3472 -0.4004 -0.0135
H -0.0469 0.0190 0.0540
H 0.0918 -0.0662 0.0270
H 0.1127 0.0154 0.2287
H -0.0529 0.0155 -0.0728
H 0.0097 0.1089 -0.0616
H 0.0347 -0.0894 -0.0005
H -0.1653 0.0234 -0.0262
H 0.0826 0.0547 0.0255
H 0.0483 -0.0500 0.0188
H 0.0567 0.0421 -0.0195
H -0.0589 0.0483 -0.0359
H 0.0403 -0.0401 -0.0055
H -0.0364 -0.1391 -0.0136
H -0.1512 0.1170 -0.1732
H 0.0565 0.0177 -0.0380
H 0.0310 0.0850 -0.0305
H -0.0177 0.1021 -0.0022
H 0.0485 -0.0199 0.0461
H -0.0827 -0.0088 -0.0528
H -0.1588 -0.1833 0.1005
H -0.0503 0.0632 0.0563
H 0.0308 0.0642 0.0180
H 0.0613 -0.0839 -0.2471
H -0.0164 -0.0970 0.0207
H -0.0013 -0.0017 0.0572
H 0.0095 -0.1379 -0.0591
H 0.0802 0.0175 0.0036
H 0.0853 -0.0649 -0.0562
H -0.0923 0.0609 0.0154

[2]
C24H30N4O4 | ωB97M-V/def2-TZVPD

## Properties
Kohn-Sham gap in eV: 8.2
HOMO in eV: -7.68
Strongest force on any atom in hartree/bohr: 0.03755
DFT total energy in eV: -39526.76891
SMILES string: CNC(=O)[C@H](Cc1ccccc1)NC(C)=O.CC(=O)NCCc1c[nH]c2ccc(O)cc12
Energy relative to the best compared isomer or geometry (same formula, charge and spin) in eV: 1.022

Each line ends with the natural charge from an NBO analysis.
Atoms and positions in Å:
O -1.8040 0.8845 -6.0732  -0.616
O -0.5702 -1.4845 -3.5365  -0.613
O 1.0073 -3.0204 4.8595  -0.673
O 4.7741 2.6135 5.2084  -0.622
N -3.4896 0.1826 -4.7570  -0.618
N -2.0291 -2.4715 -4.8478  -0.615
N 5.4618 2.2935 3.0673  -0.634
N 1.0044 2.0814 2.7581  -0.556
C -2.4665 -0.1866 -0.2928  -0.206
C -0.2637 0.3499 4.1315  -0.235
C -3.6055 -0.7126 -2.4930  -0.421
C 5.2577 0.8448 3.0106  -0.215
C 5.2806 4.5983 4.0165  -0.709
C -2.6665 -0.3228 -3.6481  -0.125
C 5.1496 3.0919 4.1509  0.678
C 2.2459 2.1025 2.1288  -0.016
C 0.9489 -1.7453 4.3746  0.282
C 0.7995 0.8575 3.3799  0.175
C -1.6234 -1.9523 1.1580  -0.157
C 2.8540 0.8935 2.3595  -0.092
C -2.9982 0.7410 -5.8624  0.669
C -0.1831 -0.9606 4.6236  -0.274
C -2.7004 -2.5183 -0.9527  -0.204
C 2.0144 -1.2212 3.6341  -0.275
C -3.3026 -2.7542 -5.5089  -0.406
C -2.0602 -2.9180 0.2347  -0.220
C -4.0071 1.1967 -6.8910  -0.708
C -2.9074 -1.1507 -1.2190  -0.019
C -1.6971 -1.4752 -4.0146  0.671
C -1.8253 -0.5872 0.8925  -0.219
C 1.9304 0.0835 3.1408  -0.084
C 4.2383 0.4992 1.9195  -0.422
H -1.2677 -3.1102 -5.0216  0.409
H -4.4888 0.1183 -4.6661  0.393
H 4.2626 -0.5746 1.7123  0.217
H -4.1410 -2.5356 -4.8482  0.193
H 5.0028 5.0862 4.9552  0.246
H 6.3122 4.8642 3.7736  0.225
H 4.5003 1.0185 0.9924  0.207
H -4.2371 0.1443 -2.2537  0.219
H -4.5908 0.3436 -7.2302  0.219
H -4.6601 1.9472 -6.4503  0.223
H -1.4704 0.1542 1.5929  0.215
H -3.0226 -3.2648 -1.6634  0.206
H 4.6209 4.9592 3.2238  0.220
H -1.8938 -3.9668 0.4344  0.212
H 0.3519 2.8623 2.7908  0.410
H 4.9127 0.4467 3.9723  0.239
H 6.2120 0.3594 2.7830  0.190
H -1.1187 -2.2560 2.0652  0.212
H -3.3440 -3.8102 -5.7807  0.212
H -2.0346 0.4957 -3.2995  0.241
H -4.2650 -1.5167 -2.8204  0.203
H 2.9007 -1.8103 3.4348  0.202
H -1.1415 0.9558 4.3293  0.215
H -2.6070 0.8647 -0.4966  0.205
H 5.7407 2.7693 2.2156  0.386
H -3.4744 1.6312 -7.7363  0.247
H -0.9966 -1.3802 5.2060  0.228
H 1.8778 -3.4048 4.6723  0.480
H -3.3855 -2.1565 -6.4179  0.194
H 2.6780 2.9326 1.5793  0.214

Force components x, y, z for each atom (eV/Å):
O -0.0567 -0.2390 0.4075
O -0.4855 0.4187 0.2208
O -0.0793 -0.3069 0.1963
O 0.0748 -0.0748 -0.2587
N -0.3424 -0.8602 1.3041
N -1.1909 -0.8190 -0.6405
N -0.0623 0.7492 0.4258
N -0.5323 0.9561 -0.1673
C 0.2582 -1.1158 0.3033
C 0.0335 -0.4344 0.0925
C 0.1502 -0.2338 0.2392
C 0.2489 0.0265 -0.2942
C 0.1532 -0.1125 -0.3738
C -0.2331 0.0378 -0.2197
C -0.2872 -0.7460 0.5547
C -0.0180 -1.3308 0.7863
C 1.1355 0.5601 -0.7477
C -0.1596 0.2940 0.0093
C -0.3619 0.2091 -0.7475
C -0.1887 0.0957 -0.3727
C 1.0742 0.7212 -1.4333
C -0.1183 0.6323 -0.2076
C 0.4055 0.7466 0.8234
C -0.5784 -0.0425 0.2898
C 0.4427 0.3466 0.0809
C -0.1249 0.9681 -0.2093
C 0.0263 0.0095 0.0957
C 0.2470 -0.1756 0.2710
C 1.2438 0.6730 0.4613
C -0.2746 -0.5940 -0.6970
C 0.9493 0.0292 -0.3786
C -0.5232 0.0848 0.3474
H -0.0035 0.1217 0.0931
H -0.0492 -0.0500 0.0440
H 0.0904 0.0505 -0.0162
H -0.0010 -0.0374 -0.0773
H 0.0464 -0.3414 -0.1934
H -0.0794 0.0672 -0.0904
H 0.0176 -0.0948 0.0187
H -0.0230 0.1066 -0.1275
H -0.2162 0.0203 -0.0597
H -0.2151 0.0098 -0.0742
H 0.0169 0.0304 0.0667
H -0.0734 -0.0541 -0.1139
H 0.1107 0.0578 -0.0340
H -0.0117 -0.0543 -0.0034
H 0.4511 -0.5198 -0.0366
H 0.1171 0.5325 -0.0991
H 0.0156 0.0631 0.0455
H 0.0006 0.0179 0.0412
H 0.0488 0.1059 0.0976
H 0.2425 -0.2081 -0.1203
H -0.1105 -0.0776 -0.0602
H 0.0249 -0.1490 0.0504
H 0.0154 -0.0976 0.0325
H -0.0636 0.1211 -0.0505
H -0.0859 -0.2927 0.2457
H -0.0450 -0.0786 0.1555
H 0.0816 0.0657 -0.0577
H -0.3690 0.2507 0.0251
H -0.2260 -0.0535 -0.0580
H -0.5327 0.0142 0.1950

[3]
C3H5N3O | ωB97M-V/def2-TZVPD

## Properties
Kohn-Sham gap in eV: 9.6
HOMO in eV: -8.73
Strongest force on any atom in hartree/bohr: 0.01296
DFT total energy in eV: -9707.66003
Energy relative to the best compared isomer or geometry (same formula, charge and spin) in eV: 2.924

Each line ends with the natural charge from an NBO analysis.
Atoms and positions in Å:
O -0.6404 -1.3409 0.4054  -0.476
N 1.4086 -0.2495 1.0060  -0.637
N -0.3066 0.9845 0.7097  -0.642
N -1.1654 0.0978 -1.4715  -0.821
C -0.4980 -0.0800 -0.2390  0.442
C 0.7770 0.8453 1.5254  0.198
C 0.6623 -0.9268 0.0003  0.166
H -2.0388 0.6051 -1.3814  0.372
H -1.0125 1.6808 0.8839  0.407
H 2.2341 -0.6412 1.4309  0.411
H -0.5764 0.5800 -2.1365  0.378
H 1.1561 -1.5551 -0.7331  0.201

Force components x, y, z for each atom (eV/Å):
O -0.1672 -0.1572 0.1971
N -0.0876 -0.0855 0.2323
N -0.1197 0.0145 0.1952
N 0.0466 0.2046 0.1636
C 0.1349 0.1273 -0.1149
C -0.0850 -0.2263 -0.6208
C 0.2351 -0.0016 -0.1952
H 0.0497 -0.1299 0.0554
H 0.1490 -0.0103 0.0059
H -0.1761 0.1455 -0.0378
H -0.0116 0.0383 -0.0058
H 0.0320 0.0806 0.1250

> Number 3 is which compound?

C3H5N3O